DFT (ωB97M-V/def2-TZVPD) results for a single C6H10O molecule.

Geometry as ORCA input:
```
! RIJCOSX wB97M-V def2-TZVPD def2/J DEFGRID3
* xyz 0 1
C 0.9380 0.1423 -0.5537
C 0.1726 1.3417 0.1525
C -1.1160 0.5532 0.5812
C -0.6547 -0.8256 0.9574
C -0.2071 -0.9405 -0.5516
C -1.4546 -0.0415 -0.7852
H 2.6357 -0.7808 -0.2675
H 1.2971 0.4373 -1.5741
H 0.6914 1.6676 1.0472
H -0.0360 2.1153 -0.6006
H -1.8990 1.1407 1.0894
H 0.1457 -0.9881 1.6681
H -1.4628 -1.4704 1.2901
H -0.0743 -1.9247 -1.0325
H -2.4208 -0.6214 -0.8121
H -1.5907 0.6404 -1.6166
O 2.0805 -0.1992 0.2507
*
```

Calculated values
SMILES: O[C@@H]1C[C@H]2C[C@@H]1C2
max |F|: 2.3 eV/Å
LUMO energy: 1.0 eV
total energy: -309.8048 a.u.
E_HOMO: -10.023 eV



DFT (ωB97M-V/def2-TZVPD) results for a 3-piece molecular cluster, C33H64BrClN5O4 overall.

Geometry as ORCA input:
```
! RIJCOSX wB97M-V def2-TZVPD def2/J DEFGRID3
* xyz 1 3
C -2.2616 -2.1538 0.6861
C -3.5410 -1.9538 -0.2605
C -3.9114 -0.4362 -0.6060
C -4.2007 0.5053 0.6576
N -3.9875 1.9621 0.4236
C -2.5788 2.3567 0.1394
Cl -1.2818 1.2213 0.7125
C -2.3139 3.7620 0.9227
C -2.6355 3.4904 2.4992
C -4.9012 2.4900 -0.5949
N -4.6532 3.7143 -1.1769
N -6.0603 1.7956 -1.1058
C -6.7330 0.9089 -0.1096
C -7.5462 -0.2139 -0.9218
C -8.9157 -0.6128 -0.2018
O -9.0028 -1.7704 0.2796
C -5.7780 0.3616 1.0335
Br -6.0362 1.6330 2.5915
C -6.1587 -1.0768 1.6091
O -5.2593 -1.5650 2.6218
C -5.9564 -2.0052 3.8129
C -4.8007 -2.3343 4.9014
H -2.4553 -3.1185 1.2891
H -1.3163 -2.3887 0.0701
H -2.0956 -1.3369 1.4571
H -4.3879 -2.5732 0.1757
H -3.2759 -2.4533 -1.2664
H -4.7620 -0.4682 -1.3752
H -3.0070 -0.0068 -1.1820
H -3.6745 0.0998 1.5978
H -2.3630 2.5818 -0.9697
H -1.2155 4.0874 0.8347
H -3.0254 4.5851 0.5997
H -2.8084 2.3895 2.7271
H -3.6136 4.0276 2.7809
H -1.7652 3.8270 3.1648
H -4.3000 3.6892 -2.1455
H -4.7344 4.6044 -0.6768
H -6.7166 2.4270 -1.5819
H -7.5310 1.5587 0.4134
H -6.9589 -1.1850 -1.0817
H -7.8294 0.2287 -1.9411
H -9.7584 0.1490 -0.0934
H -6.2950 -1.8916 0.8277
H -7.1884 -0.9564 2.1181
H -6.4713 -2.9935 3.5769
H -6.6271 -1.2200 4.2901
H -4.2318 -1.3983 5.2143
H -5.3062 -2.7446 5.8374
H -4.0617 -3.1145 4.5263
C 4.0965 -5.9430 -0.0084
C 2.8765 -5.3500 -0.7546
C 3.2309 -5.1815 -2.2465
C 4.2054 -4.0358 -2.4946
C 3.6835 -2.7356 -1.8929
C 3.2662 -2.8524 -0.4110
N 2.4442 -4.0654 -0.1223
O 1.1791 -3.8092 -0.5456
C 4.5187 -2.8543 0.4971
C 2.5478 -1.5341 -0.0208
C 1.8011 -6.4576 -0.6163
H 4.2450 -6.9924 -0.2793
H 5.0397 -5.4566 -0.2493
H 3.9535 -5.9067 1.0753
H 2.3201 -5.0007 -2.8298
H 3.6604 -6.1096 -2.6384
H 5.1941 -4.2713 -2.0884
H 4.3456 -3.9054 -3.5723
H 4.4460 -1.9585 -2.0073
H 2.8243 -2.4078 -2.4918
H 4.2463 -3.0559 1.5375
H 5.0164 -1.8802 0.4796
H 5.2796 -3.5699 0.1953
H 1.6914 -1.3167 -0.6653
H 3.2226 -0.6787 -0.1147
H 2.1987 -1.5648 1.0161
H 1.5221 -6.6022 0.4319
H 2.1763 -7.4137 -0.9915
H 0.8942 -6.2415 -1.1860
C 4.1848 3.7107 -2.8663
C 5.0657 2.8501 -1.9283
C 4.1623 1.8880 -1.1303
C 3.3467 2.5994 -0.0569
C 4.2497 3.4131 0.8641
C 5.2135 4.3629 0.1203
N 5.8975 3.7192 -1.0409
O 6.9013 2.9506 -0.5462
C 4.4546 5.6207 -0.3654
C 6.2104 4.9321 1.1654
C 5.9321 2.0238 -2.9126
H 3.7897 3.1078 -3.6896
H 3.3058 4.1321 -2.3820
H 4.7609 4.5266 -3.3117
H 4.7718 1.1120 -0.6516
H 3.4809 1.3613 -1.8078
H 2.5864 3.2446 -0.5097
H 2.7994 1.8578 0.5348
H 3.6273 3.9821 1.5620
H 4.8272 2.7101 1.4770
H 5.0958 6.2444 -0.9953
H 4.1390 6.2383 0.4806
H 3.5421 5.3995 -0.9147
H 6.7500 4.1464 1.7001
H 5.6836 5.5130 1.9276
H 6.9432 5.5937 0.6943
H 6.5902 2.6755 -3.4950
H 5.3029 1.4754 -3.6196
H 6.5487 1.2754 -2.4092
*
```

Calculated values
max |F|: 5.1 eV/Å
LUMO energy (alpha / beta): -4.4 / -4.4 eV
total energy: -4904.2128 a.u.
E_HOMO (alpha / beta): -10.337 / -10.948 eV
expectation value of S²: 2.009



DFT (ωB97M-V/def2-TZVPD) results for a 2-piece molecular cluster, CH3NSi overall.

Geometry as ORCA input:
```
! RIJCOSX wB97M-V def2-TZVPD def2/J DEFGRID3
* xyz 0 1
C -0.0111 -1.1544 -0.4890
N -0.3394 -2.2690 -0.5240
Si 0.4786 0.5092 0.1033
H 1.2067 1.2681 -1.1358
H -1.9553 1.0238 0.4563
H 0.6205 0.6224 1.5894
*
```

Calculated values
max |F|: 3.4 eV/Å
LUMO energy (alpha / beta): -1.3 / -1.2 eV
total energy: -383.9870 a.u.
E_HOMO (alpha / beta): -9.485 / -9.094 eV



DFT (ωB97M-V/def2-TZVPD) results for C54H54AsCl2N4NaO6P2 as an isolated structure.

Geometry as ORCA input:
```
! RIJCOSX wB97M-V def2-TZVPD def2/J DEFGRID3
* xyz 0 1
Na 0.9063 -0.3569 -1.9273
C 10.1812 -1.1679 8.3980
O 8.7709 -1.1674 8.5082
C 8.0497 -0.9840 7.3733
C 8.6024 -0.7942 6.1135
C 7.7624 -0.6200 5.0205
C 6.3821 -0.6317 5.1591
C 5.8419 -0.8204 6.4355
C 6.6617 -0.9936 7.5269
C 5.4718 -0.4583 4.0260
N 4.1635 -0.4476 4.1114
C 3.7193 -0.2674 2.8257
C 4.7722 -0.1654 1.9547
N 5.8981 -0.2871 2.7340
C 4.6144 0.0420 0.5539
C 5.6810 0.1607 -0.3456
C 5.4157 0.3943 -1.6702
C 4.0809 0.5217 -2.0634
N 3.0632 0.4049 -1.2383
C 3.2980 0.1467 0.0574
C 2.1563 -0.0337 0.9649
N 0.9166 -0.0553 0.4496
C -0.1027 -0.2466 1.2622
C 0.0148 -0.4155 2.6440
C 1.2734 -0.4013 3.1910
C 2.3722 -0.2191 2.3455
H 10.5610 -1.3269 9.4032
H 10.5506 -0.2111 8.0193
H 10.5280 -1.9754 7.7477
H 9.6717 -0.7793 5.9654
H 8.2247 -0.4717 4.0521
H 4.7674 -0.8296 6.5505
H 6.2523 -1.1408 8.5168
H 6.8520 -0.2740 2.4233
H 6.7046 0.0680 -0.0036
H 6.2060 0.4855 -2.4016
H 3.8397 0.7291 -3.1004
H -1.0813 -0.2989 0.7985
H -0.8721 -0.5781 3.2411
H 1.4409 -0.5469 4.2497
C 1.2051 5.8572 -4.4740
C 1.0481 5.6392 -2.9874
O 0.3076 4.4341 -2.7364
P 1.1689 3.1259 -2.2445
O 0.9201 3.0735 -0.6646
C -0.3848 3.1735 -0.0684
C -0.4376 4.3596 0.8638
O 0.0549 1.9788 -2.6862
C -0.1670 1.7959 -4.0983
C -1.3953 2.5295 -4.5891
H 1.7262 6.7953 -4.6703
H 0.2319 5.8980 -4.9629
H 1.7828 5.0470 -4.9213
H 0.4859 6.4473 -2.5182
H 2.0235 5.5884 -2.4934
H -0.5256 2.2421 0.4769
H -1.1474 3.2408 -0.8473
H 0.3020 4.2598 1.6583
H -1.4265 4.4283 1.3211
H -0.2457 5.2860 0.3220
H -0.2808 0.7192 -4.2497
H 0.7253 2.1071 -4.6546
H -2.2741 2.2412 -4.0111
H -1.5758 2.2705 -5.6345
H -1.2775 3.6070 -4.5080
C -3.3872 -0.0150 -2.1884
C -3.3087 0.5789 -0.7872
As -4.8406 1.7707 -0.4249
C -6.1953 0.3740 -0.6094
C -7.1742 0.5136 -1.5860
C -8.0945 -0.5034 -1.8146
C -8.0408 -1.6656 -1.0634
C -7.0716 -1.8097 -0.0774
C -6.1560 -0.7955 0.1477
C -4.7343 1.7986 1.5277
C -3.5102 1.9130 2.1794
C -3.4478 2.0334 3.5610
C -4.6130 2.0311 4.3129
C -5.8383 1.9097 3.6739
C -5.8977 1.7996 2.2923
P -1.9606 -1.1552 -2.4649
C -2.3477 -1.8776 -4.0898
C -2.8681 -1.0869 -5.1130
C -3.0662 -1.6128 -6.3812
C -2.7377 -2.9343 -6.6455
C -2.2074 -3.7244 -5.6356
C -2.0114 -3.1998 -4.3679
C -2.3849 -2.5165 -1.3260
C -3.6599 -3.0864 -1.2982
C -3.9661 -4.0793 -0.3850
C -2.9977 -4.5228 0.5098
C -1.7251 -3.9777 0.4788
C -1.4194 -2.9762 -0.4365
H -3.3373 0.7900 -2.9252
H -4.3370 -0.5322 -2.3479
H -2.3882 1.1618 -0.6934
H -3.3029 -0.2035 -0.0237
H -7.2194 1.4195 -2.1799
H -8.8500 -0.3846 -2.5806
H -8.7531 -2.4609 -1.2419
H -7.0292 -2.7152 0.5147
H -5.4048 -0.9164 0.9206
H -2.5867 1.9111 1.6178
H -2.4852 2.1334 4.0478
H -4.5673 2.1232 5.3902
H -6.7533 1.9018 4.2524
H -6.8633 1.7018 1.8084
H -3.1256 -0.0499 -4.9310
H -3.4793 -0.9892 -7.1640
H -2.8910 -3.3453 -7.6348
H -1.9391 -4.7536 -5.8362
H -1.5875 -3.8233 -3.5905
H -4.4156 -2.7518 -1.9998
H -4.9570 -4.5159 -0.3729
H -3.2375 -5.3015 1.2225
H -0.9563 -4.3322 1.1526
H -0.4137 -2.5701 -0.4497
Cl 3.1200 -4.8766 -3.2035
C 1.6634 -4.4113 -2.2886
Cl 1.6096 -5.2679 -0.7413
C 1.6477 -2.8708 -2.1309
O 2.1175 -2.3684 -1.0997
O 1.1131 -2.2798 -3.0958
H 0.8147 -4.7379 -2.8784
*
```

Calculated values
max |F|: 0.3 eV/Å
LUMO energy: 0.2 eV
total energy: -6761.9923 a.u.
E_HOMO: -7.720 eV



DFT (ωB97M-V/def2-TZVPD) results for C24H24ClN4O3S as an isolated structure.

Geometry as ORCA input:
```
! RIJCOSX wB97M-V def2-TZVPD def2/J DEFGRID3
* xyz 1 1
N 1.8263 0.3929 -2.5663
C 1.6562 -0.7238 -2.1064
C 2.5159 -1.7630 -1.4649
C 3.8758 -1.4464 -0.9489
C 4.5412 -2.4121 -0.5671
C 4.1192 -3.7710 -0.4478
C 2.9536 -3.9472 -0.9375
C 2.0865 -3.0143 -1.6773
C 0.7979 -2.9631 -2.3726
N 0.4422 -1.4223 -2.2672
H 0.0366 -1.3625 -3.0993
C -0.2834 -1.1185 -1.2464
C -0.9732 0.4188 -1.3545
C -1.6630 0.6883 -0.1300
C -1.8938 0.0367 0.8860
N -2.5717 0.4891 2.0526
C -2.6473 0.1799 3.3849
H -1.6740 -0.4895 3.6169
C -4.0418 -0.9195 3.6383
O -4.9999 -0.1203 3.4985
C -5.0999 0.3650 1.9647
H -5.8663 0.8579 2.0817
C -3.8745 1.1305 1.7728
H -3.8312 1.4826 0.8063
H -3.9869 1.9592 2.1240
H -5.2378 -0.4926 1.4025
H -3.9256 -0.9258 4.6767
H -3.9703 -1.8935 3.0290
H -2.5629 0.9332 4.0449
C -1.1157 -1.1244 1.2000
C -0.4009 -1.7752 0.0675
H 0.1805 -2.5664 0.1211
H -1.1839 -1.7722 2.0772
S -1.9087 2.6681 -0.2629
O -1.7484 3.0828 1.1027
O -3.1621 2.6898 -0.8894
N -0.7631 3.0628 -1.3181
C 0.7826 2.9370 -0.6554
C 1.1316 2.1853 0.2301
C 2.5861 1.8533 0.4743
C 3.3876 2.5746 -0.3328
C 3.1831 3.1522 -1.4080
C 1.7331 3.4874 -1.7999
H 1.3777 4.1748 -2.6458
H 3.7600 3.5546 -2.3697
Cl 4.9334 2.2052 -0.2519
H 2.7508 1.5650 1.3329
H 0.3122 2.0592 1.0069
H -1.0203 3.5896 -2.0009
H -0.6847 0.7493 -2.1238
H -0.0501 -3.5465 -1.8162
H 0.8469 -3.3111 -3.3338
H 2.1480 -5.0906 -1.0968
H 4.5661 -4.5865 0.0556
H 5.5152 -2.3499 0.1813
H 4.3891 -0.5703 -0.6794
H 2.7056 0.9535 -2.6588
*
```

Calculated values
max |F|: 19.4 eV/Å
LUMO energy: -3.6 eV
total energy: -2230.9700 a.u.
E_HOMO: -9.791 eV



DFT (ωB97M-V/def2-TZVPD) results for C9H15EuN3O4 as an isolated structure.

Geometry as ORCA input:
```
! RIJCOSX wB97M-V def2-TZVPD def2/J DEFGRID3
* xyz 2 8
Eu 0.0890 -0.0527 0.5159
O 0.5881 -3.4511 -0.4051
C 0.3366 -2.3425 -0.4138
C -0.4049 2.3427 0.2567
O -0.5184 3.4477 0.5975
C -2.3589 -0.4546 0.4603
O -3.3026 -0.6761 1.0280
C 2.1559 0.5194 -1.0547
O 3.2970 0.6749 -1.0125
H -0.5515 -0.2206 -1.9394
H -0.6774 0.5691 -1.8242
C 4.0991 -0.0679 3.1510
N 2.9059 -0.2326 4.0232
C 3.1122 -0.3812 5.4337
C 1.6773 -0.2571 3.4736
N 1.6785 -0.1461 2.1380
N 0.4566 -0.3773 4.0638
C 0.1426 -0.5014 5.4712
C -0.7454 -0.4158 3.2112
H 4.9289 -0.0848 3.8505
H 4.1001 0.8932 2.5986
H 4.2172 -0.8915 2.4181
H 2.6424 0.4675 5.9571
H 2.6931 -1.3461 5.7627
H 4.2022 -0.3614 5.5313
H 2.6241 -0.0679 1.7414
H -0.5570 0.3093 5.7084
H -0.3950 -1.4500 5.5903
H 1.0398 -0.4598 6.0974
H -0.9217 0.5451 2.6802
H -0.7596 -1.3032 2.5425
H -1.5946 -0.5310 3.8829
*
```

Calculated values
max |F|: 7.1 eV/Å
LUMO energy (alpha / beta): -8.3 / -8.2 eV
total energy: -1526.8312 a.u.
E_HOMO (alpha / beta): -15.660 / -15.757 eV
expectation value of S²: 15.760



DFT (ωB97M-V/def2-TZVPD) results for a single C18H19FN2O4S molecule.

Geometry as ORCA input:
```
! RIJCOSX wB97M-V def2-TZVPD def2/J DEFGRID3
* xyz 0 1
O -2.8703 -0.5637 2.4862
C -1.8849 0.1225 2.6532
N -1.7679 1.0913 3.6057
C -2.7207 1.5177 4.5296
C -4.0098 1.0022 4.6262
C -4.8872 1.4982 5.5743
C -4.5062 2.5089 6.4400
C -3.2278 3.0376 6.3606
C -2.3618 2.5378 5.4139
F -1.1056 3.0506 5.3213
H -2.8971 3.8262 7.0174
H -5.1972 2.8887 7.1758
H -5.8826 1.0860 5.6347
H -4.3092 0.2154 3.9548
H -0.8718 1.5532 3.6895
C -0.6580 -0.0424 1.8104
C -0.3872 -1.3181 1.3209
C 0.7139 -1.5351 0.5119
C 1.5276 -0.4687 0.1842
C 1.2658 0.8065 0.6456
C 0.1719 1.0233 1.4649
H -0.0454 2.0272 1.8002
H 1.9271 1.6075 0.3579
S 2.9213 -0.7005 -0.9143
O 3.0724 -2.1066 -1.1696
O 4.0441 0.0404 -0.4262
N 2.3372 0.1195 -2.2531
H 3.0890 0.5629 -2.7648
C 1.4910 -0.6593 -3.1296
H 0.8324 0.0302 -3.6681
H 0.8882 -1.3190 -2.5037
C 2.3130 -1.4883 -4.1296
H 2.9893 -2.1323 -3.5577
C 1.4233 -2.2846 -5.1036
H 1.4701 -3.3527 -4.9085
H 0.3864 -1.9588 -5.0095
C 1.9790 -1.9142 -6.4802
H 1.2186 -1.8991 -7.2572
C 2.5699 -0.5324 -6.2080
H 3.3709 -0.2510 -6.8922
O 3.1261 -0.6221 -4.9132
H 1.7842 0.2374 -6.2386
H 2.7727 -2.6031 -6.7684
H 0.9588 -2.5143 0.1314
H -1.0537 -2.1250 1.5852
*
```

Calculated values
SMILES: O=C(Nc1ccccc1F)c1ccc(S(=O)(=O)NC[C@H]2CCCO2)cc1
max |F|: 1.0 eV/Å
LUMO energy: 0.0 eV
total energy: -1605.8491 a.u.
E_HOMO: -8.864 eV



DFT (ωB97M-V/def2-TZVPD) results for C22H34N6O4PdSi as an isolated structure.

Geometry as ORCA input:
```
! RIJCOSX wB97M-V def2-TZVPD def2/J DEFGRID3
* xyz 0 3
Pd 0.4046 1.0512 1.1500
C 2.2655 -0.3600 -1.3785
C 2.9376 -0.2293 -0.0597
N 2.3428 0.0266 1.0869
C 3.3153 0.1065 2.0529
C 4.5254 -0.1036 1.4822
N 4.2790 -0.3231 0.1418
C 5.2787 -0.6430 -0.8450
N 5.9785 -1.8544 -0.5121
N 7.3033 -1.8171 -0.2403
N 7.7099 -2.9807 0.0705
C 6.6418 -3.8480 0.0258
C 6.5654 -5.2197 0.2892
C 5.3314 -5.8102 0.1660
C 4.1910 -5.0667 -0.2026
C 4.2473 -3.7190 -0.4658
C 5.5067 -3.1242 -0.3493
H 1.1934 -0.2679 -1.2322
H 2.4809 -1.3200 -1.8540
H 2.5660 0.4499 -2.0424
H 3.0551 0.3083 3.0779
H 5.5218 -0.1437 1.8866
H 6.0379 0.1358 -0.9016
H 4.7857 -0.7365 -1.8116
H 7.4461 -5.7763 0.5764
H 5.2194 -6.8683 0.3601
H 3.2399 -5.5778 -0.2759
H 3.3621 -3.1583 -0.7325
C -0.9554 1.9894 5.0193
C -0.6461 1.7029 3.5676
O -1.2587 2.2859 2.6607
O 0.2642 0.8320 3.3318
H -1.9190 2.4831 5.1176
H -0.1834 2.6531 5.4108
H -0.9263 1.0747 5.6100
C -1.4810 3.5120 -0.7042
Si 0.3922 3.6621 -0.5579
C 0.8067 4.7266 0.9411
C 1.0487 4.4967 -2.1172
O 1.0784 2.1837 -0.3975
H -1.9400 4.5046 -0.7222
H -1.9072 2.9739 0.1463
H -1.7697 2.9966 -1.6221
H 0.5351 5.7715 0.7704
H 1.8766 4.6934 1.1560
H 0.2701 4.3801 1.8273
H 0.6030 5.4885 -2.2283
H 0.8179 3.9241 -3.0161
H 2.1318 4.6259 -2.0734
O -1.1053 -0.4820 0.6973
C -1.9087 -1.0620 1.4438
C -3.1963 -1.6174 0.8886
C -4.4484 -0.8701 1.4191
C -4.1840 0.0826 2.5858
C -3.7819 -0.6151 3.8854
C -2.6944 -1.6717 3.6735
N -1.6684 -1.2283 2.7464
H -3.2493 -2.6795 1.1364
H -3.1249 -1.5385 -0.1935
H -5.2053 -1.6045 1.7063
H -4.8758 -0.2950 0.5977
H -5.0806 0.6780 2.7677
H -3.4077 0.8011 2.3038
H -4.6481 -1.1076 4.3370
H -3.4371 0.1337 4.6017
H -3.1315 -2.5976 3.2947
H -2.2063 -1.9263 4.6137
H -0.8492 -0.7339 3.1036
*
```

Calculated values
max |F|: 0.5 eV/Å
LUMO energy (alpha / beta): 0.3 / -0.4 eV
total energy: -1905.6737 a.u.
E_HOMO (alpha / beta): -8.316 / -8.667 eV
expectation value of S²: 2.005